(1)
Below is a cluster of 3 separate species, C4H12NO2S in total at a distorted geometry, with properties calculated with ωB97M-V with the def2-TZVPD basis set.

```
20
Properties=species:S:1:pos:R:3:forces:R:3
C 0.479 -1.202 -0.180 1.815 -0.393 -0.735
C -0.026 0.028 0.519 0.347 0.351 1.229
C 0.991 1.021 1.145 -0.543 1.623 -1.207
S 2.290 0.239 2.226 0.456 0.117 -4.582
N -0.995 0.827 -0.231 -1.278 -0.636 1.071
C -0.840 1.005 -1.681 1.920 -0.795 -0.728
O -1.194 -0.110 -2.418 0.666 1.198 0.111
H 0.972 -1.898 0.511 -0.294 0.090 0.050
H 1.294 -0.985 -0.920 -0.340 0.243 0.174
H -0.277 -1.699 -0.782 -0.209 0.108 0.323
H -0.402 -0.337 1.500 -1.061 -0.024 -0.778
H 0.379 1.701 1.774 0.328 -0.403 -0.335
H 1.385 1.671 0.273 -0.136 -0.852 1.615
H 2.647 0.095 0.098 0.226 -0.535 3.450
H -1.836 0.245 -0.189 -0.127 0.521 0.210
H 0.301 1.316 -1.801 -1.483 -0.442 -0.130
H -1.411 1.916 -1.950 0.014 -0.198 0.064
H -2.947 -2.206 -1.800 -0.416 -0.396 0.155
H -2.041 -0.984 -1.763 -0.224 0.613 0.646
O -2.734 -1.544 -1.139 0.338 -0.188 -0.600
```
Positions in Å, forces in eV/Å.

The total energy is -20759.4286 eV. Its multiplicity is 1. The calculation puts the lowest unoccupied orbital energy at 1.359 eV. The value obtained for the highest occupied orbital energy is -3.84 eV. The charge is -1.

---

(2)
Below is a structure of composition C4H12NO3 at a distorted geometry, with properties calculated with ωB97M-V with the def2-TZVPD basis set.

```
20
Properties=species:S:1:pos:R:3:forces:R:3
C -1.940 -0.713 -0.472 1.740 -0.887 -1.232
O -2.826 -0.260 0.394 -0.320 0.314 0.015
C -0.504 -0.703 0.247 -0.915 0.398 4.024
C -0.024 0.724 0.559 -0.146 -0.126 1.362
C 0.320 1.618 -0.610 -0.087 -0.030 -0.419
O -0.969 1.329 1.425 -0.263 0.578 -0.132
N 0.851 -1.536 -0.048 -2.514 0.252 -2.080
H -1.806 -0.192 -1.456 -0.202 0.617 0.124
H -2.056 -1.752 -0.880 -0.302 -0.340 0.453
H -0.767 -1.129 1.204 -0.445 0.231 0.407
H 0.843 0.657 1.219 0.413 -0.261 -0.400
H 1.016 1.125 -1.296 -0.052 -0.048 -0.075
H -0.585 1.903 -1.153 0.046 -0.069 -0.040
H 0.811 2.527 -0.266 -0.050 0.049 0.142
H -1.837 0.915 1.203 -0.318 -0.197 -0.208
H 0.305 -1.056 -0.803 2.569 -0.250 -2.652
H 0.477 -2.449 -0.345 0.426 -0.214 0.752
H 2.343 -0.735 0.702 0.239 -0.210 0.046
H 3.135 0.017 -0.261 0.239 0.311 -0.544
O 3.215 -0.289 0.637 -0.058 -0.117 0.457
```
Positions in Å, forces in eV/Å.

The total energy is -11973.1215 eV. Its multiplicity is 1. The calculation puts the lowest unoccupied orbital energy at 3.910 eV. The value obtained for the highest occupied orbital energy is -3.75 eV. The charge is -1.

---

What did the second record say?
Below is a structure of composition C4H12NO3 at a distorted geometry, with properties calculated with ωB97M-V with the def2-TZVPD basis set.

```
20
Properties=species:S:1:pos:R:3:forces:R:3
C -1.940 -0.713 -0.472 1.740 -0.887 -1.232
O -2.826 -0.260 0.394 -0.320 0.314 0.015
C -0.504 -0.703 0.247 -0.915 0.398 4.024
C -0.024 0.724 0.559 -0.146 -0.126 1.362
C 0.320 1.618 -0.610 -0.087 -0.030 -0.419
O -0.969 1.329 1.425 -0.263 0.578 -0.132
N 0.851 -1.536 -0.048 -2.514 0.252 -2.080
H -1.806 -0.192 -1.456 -0.202 0.617 0.124
H -2.056 -1.752 -0.880 -0.302 -0.340 0.453
H -0.767 -1.129 1.204 -0.445 0.231 0.407
H 0.843 0.657 1.219 0.413 -0.261 -0.400
H 1.016 1.125 -1.296 -0.052 -0.048 -0.075
H -0.585 1.903 -1.153 0.046 -0.069 -0.040
H 0.811 2.527 -0.266 -0.050 0.049 0.142
H -1.837 0.915 1.203 -0.318 -0.197 -0.208
H 0.305 -1.056 -0.803 2.569 -0.250 -2.652
H 0.477 -2.449 -0.345 0.426 -0.214 0.752
H 2.343 -0.735 0.702 0.239 -0.210 0.046
H 3.135 0.017 -0.261 0.239 0.311 -0.544
O 3.215 -0.289 0.637 -0.058 -0.117 0.457
```
Positions in Å, forces in eV/Å.

The total energy is -11973.1215 eV. Its multiplicity is 1. The calculation puts the lowest unoccupied orbital energy at 3.910 eV. The value obtained for the highest occupied orbital energy is -3.75 eV. The charge is -1.

---

Question: The lowest highest occupied orbital energy belongs to which entry?
Answer: C4H12NO2S